Entry 1:
Here is a 10-piece molecular cluster, C38H51ClN9O3PSi overall from the OMol25 dataset. Energies are from ωB97M-V with the def2-TZVPD basis set.

```
104
Properties=species:S:1:pos:R:3:mulliken_charge:R:1
O -0.14 -2.56 -1.44 -0.412
C 0.10 -3.32 -0.59 0.357
Cl 1.59 -4.31 -0.77 -0.204
C -0.86 -3.45 0.60 -0.082
Si -0.04 -3.98 2.25 0.373
P 1.28 -2.40 3.15 0.164
O 0.35 -0.99 3.00 -0.427
O 2.65 -2.26 2.15 -0.431
H -1.40 -2.49 0.70 0.070
H -1.61 -4.22 0.31 0.232
H 0.63 -5.29 2.17 -0.076
H -1.14 -4.15 3.23 -0.163
H 0.51 -0.65 2.10 0.310
H 2.55 -2.97 1.50 0.296
C -5.72 -0.40 0.64 -0.418
C -6.09 -1.43 1.54 -0.463
C -5.00 -1.69 2.33 -0.659
N -3.99 -0.85 1.95 0.106
C -4.42 -0.06 0.92 -0.493
H -6.34 0.05 -0.12 0.417
H -7.04 -1.93 1.60 0.490
H -4.86 -2.40 3.14 0.439
H -3.07 -0.83 2.35 0.163
H -3.77 0.67 0.47 0.418
C 2.45 1.91 1.18 -0.524
C 2.71 2.89 2.17 -0.766
C 2.06 4.04 1.79 -0.397
N 1.42 3.78 0.60 0.071
C 1.65 2.49 0.23 -0.706
H 2.81 0.89 1.17 0.653
H 3.31 2.77 3.06 0.457
H 2.00 5.01 2.26 0.561
H 0.86 4.44 0.09 0.244
H 1.22 2.09 -0.68 0.448
C -3.38 -8.55 -0.18 -0.161
C -4.35 -7.55 0.08 -0.776
C -3.78 -6.62 0.90 -0.427
N -2.49 -7.02 1.15 0.019
C -2.24 -8.19 0.49 -0.300
H -3.50 -9.43 -0.79 0.401
H -5.36 -7.52 -0.30 0.399
H -4.17 -5.71 1.33 0.487
H -1.83 -6.53 1.73 0.154
H -1.28 -8.67 0.56 0.181
C 1.74 7.64 -2.36 -0.785
C 1.38 6.62 -1.44 -0.224
C 2.48 6.38 -0.65 -0.056
N 3.48 7.22 -1.06 0.093
C 3.04 7.99 -2.10 -0.647
H 1.11 8.07 -3.13 0.480
H 0.43 6.12 -1.37 0.415
H 2.63 5.70 0.16 0.065
H 4.40 7.25 -0.66 0.212
H 3.69 8.72 -2.56 0.414
C -1.42 5.92 -5.91 -0.444
C -1.78 4.90 -4.99 -0.569
C -0.68 4.66 -4.20 -0.509
N 0.32 5.50 -4.61 0.270
C -0.12 6.27 -5.65 -0.598
H -2.04 6.35 -6.68 0.429
H -2.73 4.40 -4.92 0.426
H -0.53 3.97 -3.38 0.452
H 1.24 5.54 -4.21 0.100
H 0.53 6.99 -6.11 0.448
C -9.29 -0.53 5.55 -0.481
C -8.23 -0.56 6.50 -0.447
C -7.07 -0.36 5.81 -0.447
N -7.38 -0.20 4.48 0.068
C -8.73 -0.30 4.32 -0.404
H -10.34 -0.65 5.75 0.393
H -8.32 -0.72 7.56 0.390
H -6.04 -0.31 6.14 0.367
H -6.71 -0.04 3.75 0.192
H -9.18 -0.20 3.35 0.380
C 6.47 5.67 1.24 0.109
C 7.54 5.65 2.18 -0.824
C 8.70 5.85 1.48 -0.393
N 8.38 5.98 0.16 0.016
C 7.02 5.88 0.01 -0.671
H 5.42 5.54 1.46 0.381
H 7.46 5.51 3.25 0.383
H 9.72 5.91 1.81 0.373
H 9.03 6.13 -0.59 0.183
H 6.57 5.96 -0.97 0.442
C -0.69 -12.74 1.39 -0.511
C 0.50 -12.96 2.12 -0.370
C 1.36 -11.93 1.84 -0.509
N 0.73 -11.10 0.95 -0.011
C -0.52 -11.58 0.68 -0.367
H -1.57 -13.36 1.38 0.387
H 0.71 -13.78 2.79 0.390
H 2.35 -11.72 2.18 0.369
H 1.12 -10.26 0.56 0.211
H -1.18 -11.07 0.00 0.411
C 3.88 3.45 -7.21 -0.525
C 5.23 3.60 -6.82 -0.430
C 5.24 3.94 -5.50 -0.464
N 3.94 4.01 -5.07 0.077
C 3.11 3.71 -6.11 -0.353
H 3.51 3.18 -8.19 0.394
H 6.11 3.46 -7.45 0.381
H 6.06 4.14 -4.82 0.381
H 3.65 4.25 -4.14 0.161
H 2.04 3.71 -5.98 0.368
```

Values from the calculation:
- orbital gap (eV) = 8.005
- HOMO energy (hartree) = -0.2990
- SMILES string = O=C(Cl)C[SiH2]P(O)O.c1cc[nH]c1.c1cc[nH]c1.c1cc[nH]c1.c1cc[nH]c1.c1cc[nH]c1.c1cc[nH]c1.c1cc[nH]c1.c1cc[nH]c1.c1cc[nH]c1
- LUMO (eV) = -0.1

Entry 2:
Here is C38H51GeO7P2S4V as an isolated structure from the OMol25 dataset. Energies are from ωB97M-V with the def2-TZVPD basis set.

```
104
Properties=species:S:1:pos:R:3:mulliken_charge:R:1
V -0.26 0.02 0.24 -0.305
S 1.77 -0.28 4.23 -0.098
C 1.04 -0.01 2.82 0.376
S -0.69 0.08 2.49 -0.228
S 1.81 0.17 1.25 -0.392
C 3.65 -0.91 -2.04 -1.340
C 3.15 0.51 -2.15 1.623
C 4.22 1.51 -2.52 -1.630
O 2.13 0.54 -3.22 -0.272
P 0.62 0.83 -2.95 -0.140
O 0.02 -0.01 -1.86 0.201
C 0.45 2.60 -2.58 -0.319
P -0.64 2.90 -1.17 0.039
O -0.26 1.89 -0.11 -0.028
O -0.58 4.35 -0.64 -0.294
C 0.55 5.15 -0.06 0.403
C 1.10 6.02 -1.17 -1.289
C 1.57 4.26 0.60 -1.096
O -2.08 2.61 -1.65 -0.095
C -3.15 3.48 -2.22 0.505
C -2.61 4.25 -3.40 -1.351
C -3.74 4.35 -1.13 -1.041
O -0.09 0.66 -4.32 -0.253
C 0.01 -0.63 -5.07 1.093
C 0.85 -0.36 -6.30 -1.618
C -1.41 -1.06 -5.36 -1.229
H 4.30 -1.01 -1.18 0.424
H 4.22 -1.18 -2.94 0.432
H 2.82 -1.60 -1.94 0.123
H 2.65 0.81 -1.22 -0.614
H 4.65 1.27 -3.48 0.380
H 5.01 1.49 -1.77 0.445
H 3.83 2.53 -2.56 0.300
H 0.00 3.09 -3.45 0.478
H 1.45 3.03 -2.44 0.147
H 0.03 5.75 0.68 0.341
H 1.61 5.42 -1.93 0.216
H 1.82 6.72 -0.75 0.463
H 0.30 6.59 -1.65 0.359
H 2.11 3.64 -0.11 0.160
H 1.13 3.62 1.36 0.267
H 2.31 4.90 1.09 0.522
H -3.87 2.73 -2.55 0.355
H -1.84 4.96 -3.10 0.273
H -3.42 4.83 -3.85 0.511
H -2.22 3.59 -4.18 0.243
H -3.08 5.16 -0.86 0.246
H -3.96 3.75 -0.24 0.121
H -4.68 4.78 -1.48 0.483
H 0.50 -1.34 -4.41 0.131
H 0.37 0.37 -6.94 0.340
H 0.96 -1.29 -6.86 0.439
H 1.84 -0.01 -6.02 0.326
H -1.91 -0.33 -5.98 0.375
H -1.96 -1.20 -4.44 0.066
H -1.39 -2.01 -5.91 0.432
O 0.05 -1.81 0.07 1.192
S 1.29 -2.77 0.09 0.522
C 1.09 -3.66 1.59 0.517
C -0.04 -4.43 1.85 -0.558
C -0.14 -5.06 3.07 -0.723
C 0.89 -4.94 4.00 -0.521
C 2.01 -4.18 3.73 -0.668
C 2.12 -3.52 2.52 -0.562
C 0.87 -3.94 -1.18 0.695
C 1.62 -5.11 -1.21 -1.126
C 1.42 -6.00 -2.25 -0.783
C 0.49 -5.71 -3.25 -0.744
C -0.23 -4.53 -3.20 -0.843
C -0.05 -3.62 -2.16 0.120
H -0.82 -4.52 1.10 0.456
H -1.01 -5.67 3.30 0.497
H 0.80 -5.45 4.95 0.429
H 2.80 -4.09 4.47 0.482
H 2.97 -2.89 2.30 0.521
H 2.34 -5.34 -0.43 0.535
H 1.98 -6.92 -2.29 0.457
H 0.34 -6.41 -4.06 0.458
H -0.95 -4.31 -3.98 0.583
H -0.60 -2.70 -2.12 0.532
Ge -2.92 -0.43 0.52 1.219
C -3.80 -0.26 2.22 -0.007
C -3.75 -1.22 3.22 0.395
C -4.43 -1.04 4.41 -0.793
C -5.17 0.12 4.62 -0.510
C -5.23 1.09 3.64 -0.753
C -4.54 0.91 2.44 -0.359
C -3.14 -2.08 -0.49 0.521
C -3.31 -3.33 0.12 -0.225
C -3.63 -4.44 -0.64 -0.664
C -3.82 -4.31 -2.01 -0.656
C -3.66 -3.08 -2.63 -0.794
C -3.31 -1.97 -1.87 -0.242
H -3.29 0.74 -0.42 -0.650
H -3.15 -2.12 3.10 0.279
H -4.39 -1.80 5.18 0.444
H -5.70 0.26 5.55 0.406
H -5.80 2.00 3.80 0.423
H -4.60 1.68 1.68 0.342
H -3.21 -3.43 1.19 0.245
H -3.78 -5.40 -0.16 0.462
H -4.10 -5.18 -2.60 0.458
H -3.83 -2.98 -3.69 0.495
H -3.21 -1.01 -2.35 0.491
```

Values from the calculation:
- orbital gap (spin up / spin down) (eV) = 5.760 / 6.186
- HOMO energy (spin up / spin down) (hartree) = -0.4673 / -0.4682
- LUMO (spin up / spin down) (eV) = -7.0 / -6.6
- charge = +2

Listing energy for the structures above in their given order: -3288.08256; -7301.38715 a.u..